[1]
# C3H8NOP

A 2-piece molecular cluster, C3H8NOP overall (ωB97M-V with the def2-TZVPD basis set, the Open Molecules 2025 dataset).

Output
HOMO   -8.79 eV
Gap between HOMO and LUMO   8.9 eV
Structure (SMILES)   C=NC.CP=O
Net charge   0
Calculated total energy   -16064.851 eV

Each line ends with the Mulliken charge.
Element x y z (Å)
1 C -1.79 -0.43 -0.52  -0.25
2 C -1.19 1.68 0.30  -0.66
3 C 1.96 -1.60 0.26  -0.84
4 N -1.07 0.28 0.19  -0.29
5 O 2.54 1.15 0.31  -0.44
6 P 1.73 0.19 -0.44  0.46
7 H -2.85 -0.20 -0.99  0.21
8 H -1.65 -1.49 -0.52  0.26
9 H -1.98 2.06 -0.46  0.26
10 H -1.57 2.20 1.21  0.27
11 H -0.29 2.10 -0.25  0.22
12 H 2.95 -1.96 -0.31  0.27
13 H 2.08 -1.69 1.35  0.29
14 H 1.12 -2.28 -0.13  0.23

=====

[2]
# C4H7N3O2

A 2-piece molecular cluster, C4H7N3O2 overall (ωB97M-V with the def2-TZVPD basis set, the Open Molecules 2025 dataset).

Output
HOMO   -10.54 eV
Gap between HOMO and LUMO   11.2 eV
Structure (SMILES)   O=C(O)c1cn[nH]n1.C
Net charge   0
Calculated total energy   -12825.307 eV

Each line ends with the Mulliken charge.
Element x y z (Å)
1 C -3.51 0.54 0.48  -0.11
2 C -2.25 0.41 -0.24  0.49
3 C 2.27 -0.59 -0.09  -1.35
4 C -1.17 1.39 -0.49  0.36
5 N -4.11 -0.66 0.37  -0.63
6 N -2.19 -0.83 -0.68  -0.56
7 N -3.27 -1.38 -0.32  0.39
8 O -0.28 1.34 -1.30  -0.52
9 O -1.30 2.34 0.43  -0.45
10 H -3.76 1.46 0.95  0.45
11 H 2.81 0.19 -0.32  0.35
12 H 1.71 -0.35 0.77  0.26
13 H 1.65 -0.87 -0.89  0.31
14 H -3.64 -2.27 -0.53  0.24
15 H 2.84 -1.39 0.02  0.44
16 H -0.56 2.93 0.30  0.33

=====

[3]
# C4H15NO3

A 4-piece molecular cluster, C4H15NO3 overall (ωB97M-V with the def2-TZVPD basis set, the Open Molecules 2025 dataset).

Output
HOMO   -8.98 eV
Gap between HOMO and LUMO   9.5 eV
Structure (SMILES)   C=C(C)NC.O.O.O
Net charge   0
Calculated total energy   -12020.986 eV

Each line ends with the Mulliken charge.
Element x y z (Å)
1 C -1.27 0.44 -0.97  -1.43
2 C -0.05 0.82 -0.20  0.51
3 C 0.34 2.13 -0.07  -0.96
4 C 1.43 -0.91 -0.63  -0.78
5 N 0.54 -0.24 0.41  -0.17
6 H -1.26 -0.69 -1.37  0.28
7 H -1.61 1.06 -1.60  0.56
8 H -2.07 0.16 -0.35  0.44
9 H -0.39 2.94 -0.49  0.20
10 H 1.21 2.60 0.53  0.25
11 H 2.48 -0.64 -0.68  0.24
12 H 0.81 -0.83 -1.59  0.36
13 H 1.53 -2.01 -0.42  0.22
14 H 1.18 0.07 1.20  0.28
15 H -1.68 0.04 4.45  0.32
16 H -1.25 -0.08 2.93  0.32
17 O -1.94 0.38 3.51  -0.64
18 H -0.87 -1.93 1.05  0.32
19 H -0.24 -3.06 1.87  0.28
20 O -0.95 -2.89 1.35  -0.64
21 H 1.39 1.21 -2.25  0.31
22 H 1.61 0.75 -3.73  0.28
23 O 1.07 0.67 -2.95  -0.57

=====

[4]
# C3H4N2O2S

One molecule with the formula C3H4N2O2S (ωB97M-V with the def2-TZVPD basis set, the Open Molecules 2025 dataset).

Output
HOMO   -9.57 eV
Gap between HOMO and LUMO   8.3 eV
Structure (SMILES)   [H]/N=C\NOC(=S)C=O
Net charge   0
Calculated total energy   -21081.051 eV

Each line ends with the Mulliken charge.
Element x y z (Å)
1 C -1.70 -0.94 -0.16  0.15
2 C 1.64 -0.40 0.11  0.40
3 C 1.68 1.20 0.25  0.05
4 H -3.13 0.49 0.17  0.23
5 H -1.34 -2.14 -0.60  0.27
6 H -0.51 1.00 0.07  0.36
7 H 2.32 1.67 1.08  0.32
8 N -2.95 -0.57 -0.12  -0.59
9 N -0.59 -0.14 0.25  -0.40
10 O 0.47 -0.85 -0.29  -0.07
11 O 1.08 1.89 -0.61  -0.51
12 S 3.01 -1.21 -0.15  -0.22

=====

[5]
# C40H62F18O24

A 10-piece molecular cluster, C40H62F18O24 overall (ωB97M-V with the def2-TZVPD basis set, the Open Molecules 2025 dataset).

Output
HOMO   -10.81 eV
Gap between HOMO and LUMO   11.2 eV
Structure (SMILES)   CCOC(=O)C(F)(F)F.CCOC(=O)C(F)(F)F.CCOC(=O)C(F)(F)F.CCOC(=O)C(F)(F)F.CCOC(=O)C(F)(F)F.CCOC(=O)C(F)(F)F.CCOC(=O)OC.CCOC(=O)OC.CCOC(=O)OC.CCOC(=O)OC
Net charge   0
Calculated total energy   -140542.118 eV

Each line ends with the Mulliken charge.
Element x y z (Å)
1 C -6.35 -2.95 2.88  -1.42
2 C -5.02 -2.33 2.53  0.36
3 O -4.49 -1.71 3.71  -0.38
4 C -3.40 -0.98 3.56  0.58
5 O -2.62 -1.02 2.64  -0.19
6 O -3.31 -0.18 4.62  -0.44
7 C -2.31 0.82 4.70  -0.11
8 H -6.23 -3.76 3.60  0.33
9 H -6.90 -3.18 1.97  0.39
10 H -6.92 -2.27 3.52  0.34
11 H -5.09 -1.61 1.71  -0.01
12 H -4.33 -3.12 2.20  0.23
13 H -1.38 0.53 4.20  -0.19
14 H -2.12 1.05 5.74  0.32
15 H -2.66 1.69 4.14  0.27
16 C 0.38 -5.44 -4.35  -0.90
17 C -0.18 -6.04 -3.06  1.03
18 O 0.71 -7.05 -2.57  -0.33
19 C 1.33 -6.85 -1.40  0.70
20 O 1.10 -5.96 -0.63  -0.51
21 O 2.04 -7.94 -1.12  -0.37
22 C 2.63 -8.11 0.13  -0.65
23 H 1.44 -5.27 -4.16  0.34
24 H -0.06 -4.48 -4.62  0.01
25 H 0.25 -6.12 -5.19  0.35
26 H -1.16 -6.51 -3.12  0.20
27 H -0.29 -5.17 -2.41  -0.53
28 H 3.20 -9.04 0.13  0.26
29 H 1.85 -8.24 0.88  0.30
30 H 3.39 -7.42 0.51  0.26
31 C 6.26 2.73 0.81  -1.74
32 C 4.76 2.72 1.15  1.18
33 O 4.51 3.27 2.44  -0.51
34 C 3.25 3.40 2.80  0.65
35 O 2.26 3.03 2.21  0.09
36 O 3.25 3.90 4.02  -0.50
37 C 2.04 3.96 4.77  -0.64
38 H 6.59 3.75 1.05  0.42
39 H 6.51 2.56 -0.23  0.40
40 H 6.77 2.04 1.48  0.41
41 H 4.24 1.77 1.04  -0.08
42 H 4.32 3.40 0.41  -0.87
43 H 2.34 4.54 5.63  0.39
44 H 1.75 2.99 5.16  0.10
45 H 1.13 4.32 4.29  0.18
46 C 1.80 0.17 4.20  0.23
47 C 2.52 -0.26 5.46  -0.99
48 O 3.71 0.51 5.59  -0.32
49 C 3.76 1.49 6.50  0.84
50 O 2.87 1.77 7.26  -0.60
51 O 4.95 2.03 6.50  -0.30
52 C 5.34 2.80 7.63  -0.69
53 H 2.49 0.26 3.36  -0.14
54 H 1.24 1.09 4.37  -0.07
55 H 1.04 -0.55 3.88  0.35
56 H 2.76 -1.32 5.57  0.41
57 H 1.86 -0.09 6.32  0.41
58 H 6.38 3.07 7.50  0.23
59 H 5.19 2.22 8.54  0.32
60 H 4.75 3.72 7.67  0.27
61 C -1.13 3.60 -2.26  -1.34
62 C -1.08 2.15 -2.75  1.64
63 O -1.21 2.22 -4.16  -0.35
64 C -0.13 2.20 -4.94  0.42
65 O 0.97 1.93 -4.56  -0.49
66 C -0.43 2.51 -6.41  0.75
67 F -0.15 1.46 -7.16  -0.24
68 F -1.68 2.90 -6.60  -0.24
69 F 0.38 3.50 -6.81  -0.27
70 H -0.25 4.15 -2.60  0.38
71 H -1.17 3.62 -1.17  0.08
72 H -1.99 4.12 -2.67  0.44
73 H -1.97 1.65 -2.37  -0.05
74 H -0.26 1.53 -2.37  -0.72
75 C -0.64 1.62 1.24  0.43
76 C 0.46 0.67 0.78  2.43
77 O 0.04 -0.69 0.69  -0.12
78 C -0.63 -1.17 -0.35  -0.04
79 O -0.92 -0.60 -1.35  0.24
80 C -1.14 -2.60 -0.09  0.47
81 F -2.46 -2.54 -0.32  -0.21
82 F -0.57 -3.46 -0.94  -0.20
83 F -0.97 -3.07 1.13  -0.22
84 H -1.29 1.80 0.38  -1.01
85 H -0.29 2.63 1.43  -0.05
86 H -1.25 1.26 2.06  -0.20
87 H 1.26 0.75 1.52  -0.80
88 H 0.85 0.94 -0.20  -1.02
89 C -4.13 1.19 -0.08  -0.47
90 C -4.31 2.71 -0.06  -0.18
91 O -5.55 3.05 -0.66  -0.36
92 C -5.65 3.07 -1.97  0.40
93 O -4.71 2.99 -2.70  -0.49
94 C -7.11 3.15 -2.50  0.83
95 F -7.50 1.91 -2.82  -0.24
96 F -7.92 3.63 -1.55  -0.24
97 F -7.16 3.92 -3.57  -0.23
98 H -5.00 0.62 0.23  0.48
99 H -3.28 0.81 0.49  -0.13
100 H -3.87 0.90 -1.10  0.06
101 H -3.46 3.17 -0.56  0.18
102 H -4.32 2.98 1.00  0.40
103 C -1.36 -1.61 -4.78  -0.87
104 C -2.43 -2.26 -3.92  0.48
105 O -2.82 -3.48 -4.62  -0.33
106 C -3.55 -4.33 -3.88  0.41
107 O -4.01 -4.11 -2.80  -0.51
108 C -3.96 -5.58 -4.69  0.83
109 F -3.05 -5.78 -5.69  -0.24
110 F -4.00 -6.68 -3.95  -0.24
111 F -5.16 -5.37 -5.23  -0.25
112 H -0.86 -0.79 -4.25  -0.15
113 H -1.82 -1.19 -5.67  0.49
114 H -0.62 -2.34 -5.11  0.18
115 H -3.31 -1.65 -3.75  0.52
116 H -2.04 -2.58 -2.96  -0.41
117 C 2.51 2.54 -1.78  1.18
118 C 3.00 3.92 -1.32  -1.07
119 O 1.95 4.42 -0.50  -0.03
120 C 2.25 5.38 0.36  0.47
121 O 3.32 5.92 0.40  -0.56
122 C 1.06 5.84 1.23  0.80
123 F 1.40 6.07 2.49  -0.26
124 F 0.65 7.00 0.72  -0.31
125 F 0.08 4.95 1.24  -0.18
126 H 3.16 2.18 -2.59  0.63
127 H 1.51 2.58 -2.20  -0.61
128 H 2.47 1.95 -0.87  -0.69
129 H 3.14 4.54 -2.22  0.45
130 H 4.00 3.84 -0.90  0.86
131 C 1.75 -2.12 -3.19  -1.21
132 C 2.43 -1.31 -2.09  0.83
133 O 2.58 -2.10 -0.93  -0.17
134 C 3.12 -1.60 0.14  0.13
135 O 3.52 -0.47 0.28  -0.52
136 C 3.12 -2.56 1.34  0.99
137 F 3.00 -3.82 0.93  -0.25
138 F 4.26 -2.45 2.03  -0.27
139 F 2.14 -2.24 2.18  -0.19
140 H 2.37 -3.00 -3.40  0.51
141 H 1.71 -1.60 -4.14  0.43
142 H 0.77 -2.52 -2.93  -0.10
143 H 1.85 -0.43 -1.81  -0.67
144 H 3.34 -0.97 -2.59  0.51

=====

[6]
# C24H28N4O2

A 2-piece molecular cluster, C24H28N4O2 overall (ωB97M-V with the def2-TZVPD basis set, the Open Molecules 2025 dataset).

Output
HOMO   -8.54 eV
Gap between HOMO and LUMO   8.3 eV
Net charge   0
Calculated total energy   -35379.158 eV

Each line ends with the Mulliken charge.
Element x y z (Å)
1 O -2.05 -2.90 2.00  -0.70
2 C -2.12 -2.83 0.71  0.59
3 N -3.20 -2.18 0.11  0.14
4 H -3.28 -2.16 -0.89  0.28
5 C -4.32 -1.72 0.76  -0.75
6 H -5.29 -1.50 0.34  0.44
7 C -3.89 -0.32 1.56  -1.25
8 H -2.95 -0.37 1.88  0.67
9 H -4.60 0.33 1.92  0.56
10 C -3.39 0.67 0.20  -0.77
11 N -2.54 1.96 0.58  0.12
12 C -1.32 1.31 0.94  0.66
13 C 0.05 1.76 0.54  0.65
14 C 1.28 1.44 0.91  -1.43
15 C 2.42 1.98 0.39  -0.39
16 C 2.31 3.22 0.07  0.20
17 C 1.19 3.69 -0.22  -1.05
18 C -0.06 3.16 0.16  0.70
19 C -1.27 3.92 -0.22  -2.23
20 C -2.37 2.74 -0.42  -0.03
21 H -2.02 2.20 -1.55  0.04
22 H -3.44 3.21 -0.60  0.39
23 H -1.74 4.39 0.82  0.26
24 H -1.40 4.62 -0.76  1.06
25 H 1.11 5.01 -0.96  0.03
26 H 3.37 3.78 -0.35  0.16
27 H 3.40 1.33 0.70  -0.08
28 H 1.34 0.53 1.29  1.21
29 H -1.18 0.13 0.84  -0.31
30 H -1.23 1.16 2.21  0.16
31 H -3.02 0.21 -0.66  0.47
32 H -4.37 1.17 -0.29  0.42
33 H -4.57 -2.11 1.81  0.26
34 C -1.28 -3.50 -0.32  -1.05
35 N -0.47 -2.38 -0.86  0.32
36 C -0.88 -1.29 -1.79  0.21
37 O -2.02 -1.61 -2.44  -0.79
38 C 0.01 -0.36 -1.98  0.06
39 C 1.47 -0.73 -2.12  -0.54
40 C 1.59 -1.37 -0.74  0.16
41 N 0.87 -2.28 -0.13  -0.47
42 C 2.86 -1.37 0.09  0.72
43 C 4.05 -1.05 -0.77  -0.47
44 C 5.31 -1.10 -0.09  -0.32
45 C 5.32 -1.28 1.14  -0.19
46 C 4.44 -1.85 1.85  -1.07
47 C 3.16 -1.95 1.23  -0.05
48 H 2.32 -2.33 1.72  0.53
49 H 4.36 -1.99 2.79  0.52
50 H 6.24 -1.22 1.79  0.24
51 H 6.27 -0.57 -0.68  0.16
52 H 4.15 -0.68 -1.89  0.07
53 H 2.30 0.17 -2.31  0.40
54 H 1.82 -1.54 -2.86  0.36
55 H -0.13 -0.13 -3.14  0.24
56 H -0.13 0.56 -1.36  -0.35
57 H -1.81 -3.94 -1.18  0.35
58 H -0.67 -4.05 0.27  0.52

=====

[7]
# C3H14O3

A 4-piece molecular cluster, C3H14O3 overall (ωB97M-V with the def2-TZVPD basis set, the Open Molecules 2025 dataset).

Output
HOMO (spin up / spin down)   -14.84 / -14.82 eV
Gap between HOMO and LUMO (spin up / spin down)   11.8 / 3.9 eV
Net charge   +1
Calculated total energy   -9468.795 eV
Spin multiplicity   2

Each line ends with the Mulliken charge.
Element x y z (Å)
1 C -0.16 -0.47 -1.65  -0.72
2 C -1.32 -0.78 -0.62  -0.02
3 C -1.92 0.59 -0.26  -0.75
4 H -0.47 0.20 -2.50  0.44
5 H 0.27 -1.43 -2.05  0.34
6 H 0.66 -0.05 -0.97  0.00
7 H -0.90 -1.39 0.12  0.37
8 H -2.11 -1.27 -1.22  0.31
9 H -3.05 0.62 0.02  0.36
10 H -1.45 0.92 0.71  0.22
11 H -1.73 1.31 -1.02  0.40
12 H 0.09 0.41 1.96  0.30
13 H 1.35 -0.06 2.57  0.31
14 O 0.41 -0.26 2.67  -0.60
15 H 2.53 -1.73 -0.34  0.29
16 H 2.65 -1.41 1.14  0.30
17 O 2.39 -1.08 0.30  -0.55
18 H 0.94 1.33 -0.08  0.25
19 H 1.29 2.51 0.82  0.33
20 O 0.54 2.05 0.38  -0.59

=====

[8]
# C46H44F3GeHfN8O10S

C46H44F3GeHfN8O10S as an isolated structure (ωB97M-V with the def2-TZVPD basis set, the Open Molecules 2025 dataset).

Output
HOMO   -10.69 eV
Gap between HOMO and LUMO   5.8 eV
Net charge   +1
Calculated total energy   -157612.221 eV

Each line ends with the Mulliken charge.
Element x y z (Å)
1 Hf -1.22 -1.05 2.26  1.58
2 C -2.69 -3.16 4.18  -1.21
3 N -1.26 -2.82 3.87  0.14
4 C -0.60 -4.11 3.50  -0.76
5 C -0.60 -2.33 5.11  -0.93
6 C -1.27 -1.08 5.61  -0.84
7 N -1.25 0.01 4.60  0.21
8 C -0.07 0.87 4.89  -1.51
9 C -2.46 0.87 4.77  -1.21
10 H -2.73 -3.66 5.16  0.50
11 H -3.06 -3.82 3.42  0.32
12 H -3.32 -2.28 4.21  0.32
13 H -0.75 -4.83 4.31  0.53
14 H 0.47 -3.94 3.35  0.18
15 H -1.05 -4.49 2.58  0.06
16 H 0.45 -2.14 4.88  0.13
17 H -0.66 -3.09 5.89  0.68
18 H -0.78 -0.75 6.53  0.46
19 H -2.31 -1.28 5.88  0.48
20 H -0.14 1.23 5.92  0.55
21 H -0.06 1.74 4.23  0.36
22 H 0.85 0.32 4.76  0.40
23 H -2.44 1.33 5.76  0.47
24 H -3.36 0.27 4.68  0.45
25 H -2.47 1.64 4.01  0.16
26 F 4.34 -1.98 -1.97  -0.33
27 C 3.12 -2.21 -1.46  0.76
28 F 2.75 -3.43 -1.88  -0.28
29 F 2.29 -1.31 -1.99  0.19
30 C 3.15 -2.14 0.05  -0.28
31 C 4.33 -1.75 0.66  -0.54
32 C 4.43 -1.78 2.04  -1.01
33 C 3.34 -2.22 2.76  -0.42
34 N 2.18 -2.56 2.19  0.03
35 C 2.07 -2.50 0.87  0.67
36 S 0.42 -3.01 0.34  -0.17
37 H 5.17 -1.45 0.05  0.58
38 H 5.34 -1.49 2.54  0.46
39 H 3.39 -2.31 3.84  0.49
40 O -0.97 -0.81 0.30  2.51
41 N -0.25 -1.70 -0.48  -0.21
42 N -2.40 -1.75 -6.94  -0.56
43 C -2.06 -1.77 -5.84  -0.44
44 C -1.63 -1.78 -4.45  0.52
45 C -0.82 -2.80 -3.97  -1.37
46 C -0.38 -2.80 -2.66  -0.38
47 C -0.74 -1.76 -1.81  0.89
48 C -1.57 -0.74 -2.28  0.10
49 C -2.01 -0.75 -3.59  -0.86
50 H -0.54 -3.61 -4.63  0.62
51 H 0.25 -3.61 -2.31  0.68
52 H -1.86 0.07 -1.61  -0.12
53 H -2.64 0.05 -3.96  0.64
54 O -1.13 1.08 1.98  -0.89
55 C 0.14 1.00 1.87  0.38
56 O 0.67 -0.10 2.29  -0.86
57 C 0.94 2.06 1.23  -0.59
58 C 1.59 1.52 -0.06  0.34
59 Ge 1.89 2.89 -1.41  2.62
60 C 3.42 3.99 -0.98  0.07
61 C 4.11 3.87 0.22  -0.45
62 C 5.23 4.66 0.48  -0.72
63 C 5.66 5.57 -0.47  -0.51
64 C 4.99 5.70 -1.68  -0.83
65 C 3.87 4.91 -1.93  -0.16
66 C 2.20 1.99 -3.09  -0.26
67 C 3.49 1.69 -3.50  -0.45
68 C 3.72 0.97 -4.68  -0.76
69 C 2.64 0.56 -5.45  -0.63
70 C 1.34 0.86 -5.06  -0.64
71 C 1.12 1.58 -3.88  0.11
72 C 0.25 3.92 -1.45  -0.30
73 C 0.25 5.32 -1.46  -0.63
74 C -0.95 6.02 -1.51  -0.75
75 C -2.16 5.34 -1.53  -0.66
76 C -2.17 3.95 -1.51  -1.03
77 C -0.97 3.25 -1.47  0.57
78 H 1.70 2.41 1.94  0.32
79 H 0.26 2.89 1.01  0.35
80 H 0.92 0.80 -0.55  -1.52
81 H 2.52 0.97 0.14  0.72
82 H 3.79 3.16 0.97  0.12
83 H 5.76 4.56 1.42  0.40
84 H 6.53 6.19 -0.27  0.39
85 H 5.33 6.41 -2.42  0.41
86 H 3.36 5.01 -2.89  0.50
87 H 4.34 2.01 -2.91  0.40
88 H 4.73 0.75 -4.99  0.43
89 H 2.81 0.01 -6.37  0.41
90 H 0.50 0.55 -5.67  0.51
91 H 0.10 1.82 -3.60  0.26
92 H 1.19 5.86 -1.44  0.43
93 H -0.93 7.11 -1.52  0.41
94 H -3.09 5.90 -1.57  0.40
95 H -3.12 3.42 -1.53  0.50
96 H -1.00 2.16 -1.44  0.23
97 O -6.41 -1.03 -2.95  -0.63
98 N -5.82 -2.09 -2.89  1.10
99 O -5.96 -3.03 -3.65  -0.61
100 C -4.88 -2.27 -1.76  -1.22
101 C -4.73 -1.26 -0.87  -0.16
102 C -3.86 -1.47 0.19  -0.04
103 C -3.11 -2.67 0.42  0.82
104 O -2.27 -2.77 1.37  -0.49
105 C -3.32 -3.65 -0.59  -0.85
106 C -4.17 -3.46 -1.64  -0.15
107 N -2.58 -4.93 -0.57  1.11
108 O -2.41 -5.48 -1.64  -0.61
109 O -2.06 -5.27 0.48  -0.60
110 N -3.63 -0.35 1.06  0.82
111 O -3.26 -0.64 2.30  -0.73
112 O -3.79 0.76 0.73  -0.48
113 H -5.26 -0.32 -1.00  0.70
114 H -4.27 -4.23 -2.39  0.70

=====

Number 1: largest force on an atom 0.0919 hartree/bohr. Number 2: largest force on an atom 0.0979 hartree/bohr. Number 3: largest force on an atom 0.1670 hartree/bohr. Number 4: largest force on an atom 0.0880 hartree/bohr. Number 5: largest force on an atom 0.0489 hartree/bohr. Number 6: largest force on an atom 0.3166 hartree/bohr. Number 7: largest force on an atom 0.0931 hartree/bohr. Number 8: largest force on an atom 0.0390 hartree/bohr.